a) A 2-piece molecular cluster, C4H8NO2 overall. Source: the Open Molecules 2025 dataset; level of theory: ωB97M-V with the def2-TZVPD basis set.

Last column: Löwdin charge in e.
Element x y z (Å)
O (1.51077, -0.83712, 1.98107)  -0.2198
C (0.44526, -0.33598, 2.45494)  -0.6874
N (-0.15777, 0.78443, 2.17495)  -0.0112
C (0.48526, 1.35949, -0.33097)  -0.1689
C (0.23547, 0.21036, -1.26380)  -0.3086
C (-1.18900, -0.06333, -1.82606)  -0.5934
O (-1.22599, -1.19267, -2.57974)  -0.4361
H (-0.04480, -0.99901, 3.21928)  0.0567
H (0.01934, 1.03179, 0.80696)  -0.0077
H (1.50703, 1.62503, -0.06279)  0.0388
H (-0.12152, 2.24182, -0.58820)  0.0420
H (0.91062, 0.14123, -2.13146)  0.0795
H (0.37857, -0.73693, -0.72290)  0.0865
H (-1.91403, -0.04401, -0.98471)  0.0675
H (-1.52511, 0.85184, -2.45230)  0.0621

Properties
- Frontier orbital gap (spin up / spin down): 6.278 / 6.130 eV
- Net charge: -2
- HOMO (spin up / spin down): 0.954 / 0.955 eV
- ⟨S²⟩: 0.7604
- LUMO level (spin up / spin down): 7.2323 / 7.0858 eV
- 2S+1: 2

***

b) A 2-piece molecular cluster, C4H8NO2 overall. Source: the Open Molecules 2025 dataset; level of theory: ωB97M-V with the def2-TZVPD basis set.

Last column: Löwdin charge in e.
Element x y z (Å)
O (-2.62531, -0.84643, 0.42680)  -0.1807
C (-1.88610, -0.73297, -0.57049)  -0.4128
C (-0.51156, -0.23764, -0.66285)  -0.4478
C (0.77077, -0.68549, -0.02746)  -0.2239
C (2.03673, 0.18415, -0.33857)  -0.5881
O (3.12915, -0.08492, 0.40575)  -0.4409
N (-0.96590, 1.01052, -1.10084)  -0.0521
H (-2.35889, -0.97008, -1.55365)  0.0637
H (-1.09038, 1.27576, 2.38163)  0.0184
H (1.00520, -1.69672, -0.38855)  0.0766
H (0.73625, -0.74827, 1.07376)  0.0709
H (2.15073, 0.06461, -1.45008)  0.0677
H (1.65508, 1.22929, -0.20460)  0.0632
H (-0.85851, 1.71396, -0.35454)  -0.0325
H (-1.18726, 0.52424, 2.36367)  0.0180

Properties
- Frontier orbital gap (spin up / spin down): 4.555 / 5.741 eV
- Net charge: -2
- HOMO (spin up / spin down): 2.485 / 1.204 eV
- ⟨S²⟩: 0.7592
- LUMO level (spin up / spin down): 7.0402 / 6.9446 eV
- 2S+1: 2

***

a) wins, 34.9 kcal/mol ahead of the next structure.

***

a) An isolated molecule of C4H5ClN2O. Source: the Open Molecules 2025 dataset; level of theory: ωB97M-V with the def2-TZVPD basis set.

Last column: Löwdin charge in e.
Element x y z (Å)
O (-1.17534, 0.82880, -2.34324)  0.0308
C (-0.64021, 0.49540, -1.28915)  -0.4452
C (-0.97597, -0.79846, -0.61958)  -0.0580
C (-0.46683, -1.09130, 0.52857)  -0.7913
Cl (-0.90062, -2.40788, 1.44385)  0.7691
C (0.42413, -0.16642, 1.30180)  -0.1916
N (1.30911, 0.59517, 0.25292)  -0.0610
N (0.50698, 1.23431, -0.77952)  -0.0077
H (-1.68496, -1.40682, -1.33820)  0.1698
H (1.18313, -0.73704, 1.93399)  0.1273
H (-0.37597, 0.42559, 1.86680)  0.1397
H (1.80636, 1.37545, 0.75069)  0.1167
H (0.99019, 1.65320, -1.70893)  0.2015

Properties
- SMILES: O=C1C=C(Cl)CNN1
- Frontier orbital gap: 9.228 eV
- Net charge: 0
- HOMO: -8.783 eV
- LUMO level: 0.4447 eV

***

b) An isolated molecule of C4H5ClN2O. Source: the Open Molecules 2025 dataset; level of theory: ωB97M-V with the def2-TZVPD basis set.

Last column: Löwdin charge in e.
Element x y z (Å)
H (-1.60846, -2.49844, -1.91322)  0.0672
N (-1.75981, -2.23733, -0.91720)  0.1232
C (-0.98355, -1.28566, -0.61992)  -0.4874
N (-0.87675, -0.67141, 0.60731)  0.1107
C (0.09275, 0.32140, 0.54317)  -0.6795
Cl (0.48113, 1.29910, 1.88004)  0.7261
C (0.59690, 0.33018, -0.71058)  -0.3183
C (1.63520, 1.12494, -1.39620)  -0.0188
O (-0.06077, -0.65810, -1.43113)  0.0813
H (-1.43534, -0.90614, 1.37172)  0.1312
H (1.22272, 1.67114, -2.24218)  0.0849
H (2.05079, 1.84054, -0.68924)  0.0740
H (2.48532, 0.48909, -1.76838)  0.1054

Properties
- SMILES: [H]/N=c1/[nH]c(Cl)c(C)o1
- Frontier orbital gap: 8.658 eV
- Net charge: 0
- HOMO: -8.001 eV
- LUMO level: 0.6570 eV

***

b) wins, 45.6 kcal/mol ahead of the next structure.

***

a) C5H3Cl2N3O2 as an isolated structure. Source: the Open Molecules 2025 dataset; level of theory: ωB97M-V with the def2-TZVPD basis set.

Last column: Löwdin charge in e.
Element x y z (Å)
C (-0.22248, -0.52478, -1.28614)  -0.0691
C (1.79985, -1.24215, -0.36237)  -0.8689
C (0.47906, -0.19722, 1.23792)  -0.1246
C (0.36949, 1.14886, 0.57343)  -0.5251
C (-0.62215, 0.38102, -0.24999)  -0.1375
N (0.95236, -1.03757, -1.35679)  0.0581
N (1.38443, -1.04212, 0.89297)  0.0933
N (-2.10005, 0.54142, -0.14804)  -0.3547
O (-2.48849, 1.22613, 0.79633)  0.0247
O (-2.80931, 0.06883, -0.99177)  0.0844
Cl (3.25897, -1.92209, -0.71018)  0.8047
Cl (-0.13700, 2.63957, 1.47938)  0.6570
H (-1.10264, -0.95510, -1.91098)  0.1652
H (0.03751, -0.38258, 2.08913)  0.0916
H (1.20046, 1.29779, -0.05290)  0.1008

Properties
- Frontier orbital gap: 9.209 eV
- Net charge: 0
- HOMO: -10.095 eV
- LUMO level: -0.8864 eV

***

b) An isolated molecule of C5H3Cl2N3O2. Source: the Open Molecules 2025 dataset; level of theory: ωB97M-V with the def2-TZVPD basis set.

Last column: Löwdin charge in e.
Element x y z (Å)
C (2.81603, 1.71515, -0.08329)  0.1020
C (1.89637, -0.23832, 1.22554)  -0.7997
C (-0.46554, -0.62227, 0.81762)  -0.2251
C (-1.13152, 0.77066, 0.74685)  -0.5491
C (-0.82381, 0.03289, -0.46077)  -0.1669
N (2.28802, 0.83382, 0.47862)  -0.0390
N (0.80181, -0.82979, 1.34499)  0.0941
N (-1.08606, -0.10812, -1.70257)  -0.2729
O (-1.65901, 0.66708, -2.45378)  0.0373
O (-0.58789, -1.27773, -2.28233)  0.0875
Cl (3.22788, -0.83710, 2.17036)  0.7000
Cl (-2.79649, 0.94125, 1.28712)  0.6492
H (-0.82178, -1.24714, -3.22790)  0.1319
H (-1.11635, -1.43933, 1.12389)  0.1448
H (-0.54166, 1.63895, 1.01564)  0.1059

Properties
- Frontier orbital gap: 9.191 eV
- Net charge: 0
- HOMO: -9.724 eV
- LUMO level: -0.5327 eV

***

a) wins, 36.0 kcal/mol ahead of the next structure.

***

a) An isolated molecule of C2H6Se. Source: the Open Molecules 2025 dataset; level of theory: ωB97M-V with the def2-TZVPD basis set.

Last column: Löwdin charge in e.
Element x y z (Å)
C (0.83337, 0.48065, 0.36665)  -0.2369
C (-0.23318, -0.48283, 0.22525)  -0.7136
Se (-1.95333, 0.20109, -0.36391)  0.7031
H (1.01481, 0.95782, 1.33506)  0.0817
H (1.80437, -0.00407, 0.17251)  0.0799
H (0.63686, 1.15816, -0.42911)  0.0420
H (-0.53219, -1.18824, 1.11092)  0.0793
H (0.07635, -1.33385, -0.54841)  0.0980
H (-1.64706, 0.21125, -1.86895)  -0.1334

Properties
- SMILES: CC[SeH]
- Frontier orbital gap: 9.655 eV
- Net charge: 0
- HOMO: -8.759 eV
- LUMO level: 0.8962 eV

***

b) A 2-piece molecular cluster, C2H6Se overall. Source: the Open Molecules 2025 dataset; level of theory: ωB97M-V with the def2-TZVPD basis set.

Last column: Löwdin charge in e.
Element x y z (Å)
C (-2.16826, -0.40961, -0.10158)  -0.5852
Se (-1.75293, -0.65383, -1.76031)  0.6579
H (-1.36048, -0.36471, 0.59740)  -0.0479
H (-3.00374, 0.32347, -0.03435)  -0.0140
C (1.72556, 0.17565, 0.32006)  -0.0376
H (1.52996, -0.85897, 0.31330)  0.0098
H (2.56802, 0.69230, 0.63793)  -0.0026
H (1.48731, 0.32693, -0.74987)  0.0226
H (0.97457, 0.76876, 0.77741)  -0.0028

Properties
- SMILES: C=[Se].C
- Frontier orbital gap: 7.676 eV
- Net charge: 0
- HOMO: -8.609 eV
- LUMO level: -0.9330 eV

***

a) wins, 32.7 kcal/mol ahead of the next structure.

***

a) An isolated molecule of C2HNOS2. Source: the Open Molecules 2025 dataset; level of theory: ωB97M-V with the def2-TZVPD basis set.

Last column: Löwdin charge in e.
Element x y z (Å)
C (-0.75744, -1.24839, -0.17926)  -0.7575
C (-2.31008, -0.76255, -0.09391)  -0.7218
N (-0.29589, -0.09626, -0.22686)  0.1630
O (-0.45561, -2.37317, -0.39887)  0.0883
S (-3.22005, 0.16124, 1.09869)  0.5555
S (-3.34206, 0.37087, -0.99554)  0.5514
H (-0.62235, 0.88785, 0.00356)  0.1211

Properties
- Frontier orbital gap: 8.148 eV
- Net charge: 0
- HOMO: -9.675 eV
- LUMO level: -1.5267 eV

***

b) A 2-piece molecular cluster, C2HNOS2 overall. Source: the Open Molecules 2025 dataset; level of theory: ωB97M-V with the def2-TZVPD basis set.

Last column: Löwdin charge in e.
Element x y z (Å)
C (1.21072, 2.53686, -0.72455)  0.0855
N (1.32022, 1.39020, -0.41757)  -0.6528
S (1.27957, -0.02426, 0.17793)  0.6581
H (0.79527, 3.35118, -1.23607)  0.0608
O (4.13064, 0.47400, 1.40840)  0.0697
C (4.15566, -0.10755, 0.40246)  -0.9615
S (3.98756, -0.99014, -0.85206)  0.7403

Properties
- SMILES: C#[N+][S-].O=C=S
- Frontier orbital gap: 8.644 eV
- Net charge: 0
- HOMO: -8.366 eV
- LUMO level: 0.2782 eV

***

b) wins, 45.0 kcal/mol ahead of the next structure.

***

a) An isolated molecule of C7H10N2. Source: the Open Molecules 2025 dataset; level of theory: ωB97M-V with the def2-TZVPD basis set.

Last column: Löwdin charge in e.
Element x y z (Å)
C (-1.47948, 2.27504, 0.65204)  -0.1237
N (-1.60788, 0.90036, 1.17557)  -0.1171
C (-0.74200, 0.10857, 0.49642)  -0.4761
C (-0.56209, -1.20230, 0.96355)  -0.0897
C (0.72129, -0.41051, 0.62826)  -0.1632
C (1.42214, -0.55846, -0.68144)  -0.1327
C (1.23441, -1.21125, -1.72327)  -0.1722
C (2.41980, -1.45721, -2.46078)  -0.2106
N (3.50446, -1.59814, -3.04805)  0.1192
H (-2.19710, 2.87874, 1.33393)  0.1005
H (-0.39785, 2.26443, 0.81981)  0.0699
H (-1.74100, 2.39382, -0.53595)  0.1218
H (-2.69508, 0.53413, 1.38928)  0.2150
H (-0.73211, -0.22542, -0.55416)  0.1275
H (-0.48964, -2.17309, 0.63740)  0.0865
H (-0.68814, -1.17665, 2.08749)  0.1353
H (1.23747, 0.21709, 1.48778)  0.1709
H (2.60634, -0.19755, -0.51130)  0.1873
H (0.18645, -1.36162, -2.15659)  0.1513

Properties
- SMILES: CN[C@@H]1C[C@H]1/C=C/C#N
- Frontier orbital gap: 9.315 eV
- Net charge: 0
- HOMO: -8.956 eV
- LUMO level: 0.3584 eV

***

b) A 2-piece molecular cluster, C7H10N2 overall. Source: the Open Molecules 2025 dataset; level of theory: ωB97M-V with the def2-TZVPD basis set.

Last column: Löwdin charge in e.
Element x y z (Å)
C (-1.36137, -0.89613, 0.45201)  -0.1181
C (-1.75350, -1.75292, -0.46409)  -0.1405
C (0.17861, 0.31140, -1.01985)  -0.1263
C (-0.40274, 0.13833, 0.15467)  0.0230
C (-1.14071, -1.81374, -1.77623)  -0.1995
C (0.13754, -0.92719, -1.93841)  -0.1881
C (0.80541, 2.27584, 2.29618)  -0.2217
N (1.96097, 2.79708, 1.72033)  0.0084
N (1.93967, 1.68456, 2.76260)  -0.0362
H (-1.70684, -0.93253, 1.42650)  0.0731
H (-2.55467, -2.37562, -0.37375)  0.0796
H (0.67236, 1.18241, -1.43529)  0.0867
H (-1.02765, -2.90169, -2.07055)  0.1243
H (-2.00595, -1.50366, -2.54276)  0.1504
H (0.50972, -0.59724, -2.94748)  0.1087
H (1.04420, -1.55126, -1.72407)  0.1117
H (0.04158, 2.77317, 2.81103)  0.0696
H (2.32141, 2.15341, 0.98196)  0.0918
H (2.34195, 1.93578, 3.68719)  0.1029

Properties
- Frontier orbital gap (spin up / spin down): 8.841 / 7.856 eV
- Net charge: 0
- HOMO (spin up / spin down): -8.066 / -7.723 eV
- LUMO level (spin up / spin down): 0.7748 / 0.1328 eV

***

c) An isolated molecule of C7H10N2. Source: the Open Molecules 2025 dataset; level of theory: ωB97M-V with the def2-TZVPD basis set.

Last column: Löwdin charge in e.
Element x y z (Å)
C (0.47376, 1.60056, 0.91662)  0.0890
C (0.21470, 0.43814, 0.34757)  -0.1858
C (1.46591, -0.93911, 0.04260)  -0.1180
C (2.80528, -0.50743, -0.43690)  -0.1655
N (-1.05605, -0.03882, 0.09577)  -0.1108
C (-1.82555, 0.62667, -0.82525)  -0.0719
C (-3.14883, 0.19801, -0.65209)  -0.1691
N (-3.14291, -0.65600, 0.35020)  0.0199
C (-1.91849, -0.79598, 0.85164)  -0.1218
H (-0.31968, 2.24164, 1.03014)  0.0450
H (1.38970, 1.92526, 1.29226)  0.0498
H (0.80981, -1.49861, -0.78165)  0.1352
H (1.48438, -1.46038, 0.88979)  0.0218
H (3.40413, -1.39770, -0.93482)  0.1097
H (3.49088, -0.08441, 0.26067)  0.0478
H (2.78235, 0.20646, -1.29504)  0.0780
H (-1.28070, 1.13818, -1.57870)  0.1051
H (-4.12446, 0.36215, -1.22939)  0.1238
H (-1.50423, -1.35864, 1.65657)  0.1176

Properties
- SMILES: C=C(CC)n1ccnc1
- Frontier orbital gap: 9.457 eV
- Net charge: 0
- HOMO: -8.597 eV
- LUMO level: 0.8595 eV

***

d) An isolated molecule of C7H10N2. Source: the Open Molecules 2025 dataset; level of theory: ωB97M-V with the def2-TZVPD basis set.

Last column: Löwdin charge in e.
Element x y z (Å)
C (3.00279, -0.59655, 0.45800)  -0.1660
C (1.38534, -0.63777, -0.07635)  -0.2288
C (1.18689, 0.90065, -0.47988)  -0.1073
C (-0.15066, 1.25532, -0.42401)  -0.0970
N (-1.26201, 0.38166, -0.14469)  -0.1105
C (-2.25198, 0.88385, 0.46428)  -0.1760
C (-3.28006, -0.03726, 0.42313)  -0.1365
N (-2.94928, -1.26558, -0.25468)  0.0826
C (-1.74138, -0.86465, -0.71487)  -0.1230
H (3.62015, -1.74699, 0.17539)  0.1156
H (3.62566, 0.32675, 0.12137)  0.0477
H (3.02822, -0.72094, 1.76300)  0.1117
H (1.25143, -1.16596, -1.11461)  0.1133
H (0.60828, -0.83989, 0.79975)  0.1322
H (1.81114, 1.56838, -1.16769)  0.1235
H (-0.53723, 2.28802, -0.66017)  0.1270
H (-2.14592, 1.70260, 1.06818)  0.1007
H (-4.12233, -0.12808, 1.15920)  0.1020
H (-1.07906, -1.30358, -1.39536)  0.0887

Properties
- SMILES: CC/C=C\n1ccnc1
- Frontier orbital gap: 9.181 eV
- Net charge: 0
- HOMO: -8.421 eV
- LUMO level: 0.7606 eV

***

c) wins, 45.2 kcal/mol ahead of the next structure.